Entry 1:
Formula: C25H22ClCrN6OS5
Source: the Open Molecules 2025 dataset
Level of theory: wB97M-V/def2-TZVPD

Positions of all 61 atoms, in Å:
Cr: -0.2325 0.1397 -0.3062
Cl: 0.6764 5.8715 4.0647
C: 0.6394 4.3481 3.2130
C: 1.4389 3.2976 3.6381
C: 1.3895 2.0959 2.9564
C: 0.5621 1.9325 1.8481
O: 0.5575 0.7279 1.2392
C: -0.2082 3.0009 1.4094
C: -1.0118 2.9542 0.1453
N: -1.3940 1.6494 -0.3096
C: -2.4625 1.6006 -1.1970
C: -3.3429 2.6094 -1.4977
C: -4.4157 2.4021 -2.4029
C: -4.6100 1.2106 -3.0273
C: -3.6962 0.1524 -2.7766
C: -3.7749 -1.1048 -3.4057
C: -2.8302 -2.0535 -3.1471
C: -1.7986 -1.7509 -2.2443
N: -1.6962 -0.5990 -1.6205
C: -2.6404 0.3595 -1.8785
C: -0.1732 4.2033 2.1099
H: 2.0926 3.4249 4.4906
H: 2.0047 1.2606 3.2680
H: -1.8656 3.6198 0.2679
H: -3.2407 3.5860 -1.0480
H: -5.0915 3.2248 -2.5995
H: -5.4287 1.0595 -3.7190
H: -4.5855 -1.3017 -4.0981
H: -2.8523 -3.0259 -3.6189
H: -1.0345 -2.4855 -2.0490
H: -0.7636 5.0445 1.7651
S: 5.3779 3.4789 0.8829
C: 3.9422 3.1280 0.1712
S: 2.6361 4.2335 -0.0063
C: 1.5384 3.1999 -0.8937
C: 2.0057 1.9735 -1.1978
S: 1.2066 0.6446 -2.0257
S: 3.6170 1.6349 -0.6371
S: -0.0586 3.8368 -1.2223
C: -0.2967 -2.7489 0.8012
N: 0.2413 -4.0299 1.2276
C: 1.2579 -3.7843 2.2600
N: 2.3412 -2.9354 1.7644
C: 1.7797 -1.6631 1.3356
N: 0.7517 -1.8382 0.2485
C: 1.4558 -2.5468 -0.8667
N: 1.9897 -3.8332 -0.4569
C: 0.9008 -4.6566 0.0763
C: 2.9598 -3.6003 0.6191
H: -0.7591 -2.2424 1.6497
H: -1.0567 -2.9153 0.0392
H: 1.6713 -4.7404 2.5825
H: 0.7853 -3.3007 3.1156
H: 2.5624 -1.0124 0.9470
H: 1.3001 -1.1654 2.1701
H: 2.2594 -1.8969 -1.2086
H: 0.7721 -2.6909 -1.6986
H: 1.3048 -5.6216 0.3826
H: 0.1606 -4.8240 -0.7092
H: 3.7718 -2.9795 0.2390
H: 3.3704 -4.5582 0.9405

For the molar mass, the calculation gives 670.28 g/mol. The multiplicity is 2. As for the HOMO-LUMO gap (alpha / beta): 6.641 / 6.797 eV. The HOMO energy (alpha / beta) is -7.7 / -7.7 eV. The expectation value of S² is 0.78.

Entry 2:
Formula: C25H22N2O2S
Source: the Open Molecules 2025 dataset
Level of theory: wB97M-V/def2-TZVPD

Positions of all 52 atoms, in Å:
C: 5.4064 2.0593 -0.3818
O: 4.0803 2.5018 -0.5326
C: 3.1024 1.8762 0.1861
C: 3.3055 0.8163 1.0613
C: 2.2400 0.2553 1.7439
C: 0.9528 0.7391 1.5573
N: -0.1654 0.1944 2.1981
C: -0.2550 -1.0011 2.8413
O: 0.6726 -1.6391 3.2823
C: -1.6960 -1.4322 3.1157
S: -2.8366 -1.0512 1.7572
C: -1.8394 -1.5922 0.4061
N: -0.7109 -2.1437 0.7398
C: 0.1460 -2.5463 -0.2155
C: 1.3828 -3.0969 0.1667
C: 2.2631 -3.5111 -0.7950
C: 1.9431 -3.3974 -2.1570
C: 0.7475 -2.8601 -2.5510
C: -0.1792 -2.4149 -1.5910
C: -1.4167 -1.8142 -1.9133
C: -2.2631 -1.3777 -0.9292
C: -3.5230 -0.6161 -1.2129
C: -3.2713 0.8529 -0.9645
C: -3.9938 1.5520 -0.0078
C: -3.7325 2.8906 0.2304
C: -2.7451 3.5456 -0.4852
C: -2.0206 2.8551 -1.4430
C: -2.2813 1.5173 -1.6786
C: 0.7470 1.8019 0.6787
C: 1.8073 2.3635 0.0040
H: 5.5204 1.0152 -0.6915
H: 6.0050 2.6946 -1.0330
H: 5.7535 2.1718 0.6506
H: 4.2917 0.4131 1.2272
H: 2.4055 -0.5665 2.4196
H: -1.0431 0.6216 1.9237
H: -1.7060 -2.5053 3.3032
H: -2.0892 -0.9056 3.9869
H: 1.6010 -3.1674 1.2202
H: 3.2158 -3.9333 -0.5114
H: 2.6532 -3.7370 -2.8969
H: 0.5004 -2.7665 -3.5993
H: -1.6829 -1.6892 -2.9549
H: -3.8181 -0.7701 -2.2535
H: -4.3263 -0.9651 -0.5609
H: -4.7610 1.0442 0.5578
H: -4.3010 3.4223 0.9792
H: -2.5383 4.5887 -0.2968
H: -1.2472 3.3579 -2.0048
H: -1.7054 0.9817 -2.4197
H: -0.2526 2.1825 0.5208
H: 1.6578 3.1857 -0.6774

For the molar mass, the calculation gives 414.53 g/mol. The multiplicity is 1. Its energy above the lowest of the compared OMol25 structures with the same formula, charge and spin is 0.364 eV. As for the HOMO-LUMO gap: 7.848 eV. The HOMO energy is -7.7 eV. Its structure (SMILES) is COc1ccc(NC(=O)CSc2nc3ccccc3cc2Cc2ccccc2)cc1.

Entry 3:
Formula: C25H22N2O6
Source: the Open Molecules 2025 dataset
Level of theory: wB97M-V/def2-TZVPD

Positions of all 55 atoms, in Å:
C: 1.2015 7.2726 -4.7804
O: 0.7707 5.9749 -5.1131
C: 0.9446 4.9780 -4.2064
C: 0.5001 3.7130 -4.5974
C: 0.6137 2.6350 -3.7492
C: 1.1827 2.7747 -2.4809
C: 1.3267 1.6737 -1.5397
C: 0.4545 0.6905 -1.2657
N: -0.8074 0.5224 -1.8424
C: -1.9319 0.0934 -1.1688
O: -2.9336 -0.2077 -1.7822
C: -1.8015 0.0584 0.3097
C: -1.3488 1.1893 0.9915
C: -1.2476 1.1785 2.3616
C: -1.5687 0.0293 3.0917
O: -1.4178 0.1252 4.4292
C: -1.5967 -1.0290 5.2221
C: -2.0318 -1.0965 2.4126
C: -2.1673 -1.0668 1.0375
C: 0.8576 -0.3606 -0.2726
O: 1.5519 -0.1352 0.6913
N: 0.4226 -1.6063 -0.6442
C: 0.4658 -2.7943 0.0801
C: 0.1896 -3.9821 -0.5988
C: 0.1962 -5.1919 0.0689
C: 0.4658 -5.2386 1.4241
C: 0.7188 -4.0534 2.1103
C: 0.9445 -4.0640 3.5716
O: 0.7994 -3.1121 4.2991
O: 1.3123 -5.2641 4.0439
C: 0.7244 -2.8316 1.4449
C: 1.6591 4.0334 -2.1175
C: 1.5340 5.1256 -2.9542
H: 0.6807 7.6548 -3.8967
H: 0.9546 7.8939 -5.6398
H: 2.2823 7.3059 -4.6094
H: 0.0700 3.6041 -5.5804
H: 0.3042 1.6624 -4.1034
H: 2.2339 1.6673 -0.9499
H: -0.9626 0.8618 -2.7817
H: -1.0910 2.0833 0.4431
H: -0.9046 2.0464 2.9012
H: -0.8879 -1.8118 4.9405
H: -1.3981 -0.7117 6.2444
H: -2.6220 -1.4067 5.1548
H: -2.2847 -1.9991 2.9453
H: -2.5384 -1.9368 0.5154
H: -0.0256 -1.6794 -1.5480
H: -0.0324 -3.9503 -1.6563
H: -0.0147 -6.1022 -0.4717
H: 0.4681 -6.1764 1.9556
H: 1.4468 -5.2135 5.0033
H: 0.9324 -1.9252 1.9893
H: 2.1197 4.1601 -1.1489
H: 1.9046 6.0830 -2.6237

For the molar mass, the calculation gives 446.46 g/mol. The multiplicity is 1. Its energy above the lowest of the compared OMol25 structures with the same formula, charge and spin is 0.254 eV. As for the HOMO-LUMO gap: 8.349 eV. The HOMO energy is -8.2 eV. Its structure (SMILES) is COc1ccc(/C=C(\NC(=O)c2ccc(OC)cc2)C(=O)Nc2cccc(C(=O)O)c2)cc1.

Entry 4:
Formula: C25H22N4NaO3Si
Source: the Open Molecules 2025 dataset
Level of theory: wB97M-V/def2-TZVPD

Positions of all 56 atoms, in Å:
Na: 2.5777 0.1112 0.7348
O: 0.5256 -0.0502 0.1336
O: 0.6122 0.8569 1.3095
N: 4.8993 -0.5455 -1.7111
C: 5.2198 -1.0333 -0.4662
O: 4.5919 -0.5996 0.5234
C: 6.2243 -2.0385 -0.3837
C: 6.5369 -2.5873 0.8729
N: 6.7997 -3.0467 1.9001
C: 6.8969 -2.4554 -1.5372
N: 7.4599 -2.7517 -2.5055
H: 4.4218 0.3428 -1.7246
H: 5.5042 -0.7559 -2.4874
C: 0.9319 3.9133 1.3576
C: 1.3310 4.0789 -0.1035
C: 2.1058 2.9639 -0.6399
N: 2.7001 2.1152 -1.1359
H: 0.2286 4.7043 1.6188
H: 1.8007 3.9988 2.0104
H: 0.4738 2.9356 1.5050
H: 1.9357 4.9764 -0.2628
H: 0.4476 4.1730 -0.7389
C: -3.2261 3.6602 -0.9628
C: -1.9401 3.3720 -1.4052
C: -1.3298 2.1822 -1.0420
C: -1.9859 1.2506 -0.2340
C: -3.2716 1.5578 0.1981
C: -3.8913 2.7500 -0.1583
Si: -1.0891 -0.3578 0.1645
C: -1.7310 -1.0869 1.7699
C: -2.1597 -2.4066 1.8747
C: -2.6193 -2.9259 3.0790
C: -2.6599 -2.1203 4.2046
C: -2.2389 -0.7985 4.1217
C: -1.7791 -0.2893 2.9182
C: -1.3866 -1.5947 -1.2107
C: -0.3472 -2.3379 -1.7636
C: -0.5845 -3.2707 -2.7645
C: -1.8743 -3.4769 -3.2287
C: -2.9244 -2.7430 -2.6932
C: -2.6766 -1.8111 -1.6970
H: -3.7048 4.5901 -1.2454
H: -1.4189 4.0783 -2.0423
H: -0.3227 1.9643 -1.3816
H: -3.8034 0.8632 0.8412
H: -4.8917 2.9662 0.1968
H: -2.1345 -3.0516 1.0025
H: -2.9420 -3.9582 3.1356
H: -3.0137 -2.5184 5.1482
H: -2.2596 -0.1664 5.0011
H: -1.4266 0.7320 2.8595
H: 0.6679 -2.1869 -1.4156
H: 0.2411 -3.8348 -3.1799
H: -2.0601 -4.2057 -4.0083
H: -3.9340 -2.8935 -3.0559
H: -3.5070 -1.2383 -1.2961

For the molar mass, the calculation gives 477.55 g/mol. The multiplicity is 1. Its energy above the lowest of the compared OMol25 structures with the same formula, charge and spin is 0.000 eV. As for the HOMO-LUMO gap: 6.889 eV. The HOMO energy is -4.8 eV. The charge is -1.

Entry 5:
Formula: C25H22NO6S2Zr
Source: the Open Molecules 2025 dataset
Level of theory: wB97M-V/def2-TZVPD

Positions of all 57 atoms, in Å:
Zr: -0.6168 -1.7748 0.0629
O: -3.2310 -4.3925 1.5033
C: -2.5540 -3.4189 1.5488
O: -1.2730 -3.3324 1.0778
C: -3.0367 -2.0865 2.1162
C: -1.9401 -1.3092 2.8675
C: -2.5500 -0.2072 3.7100
C: -2.9886 0.8262 2.6464
C: -2.5613 0.1740 1.3461
O: -1.2968 -0.5288 1.7642
C: -3.4869 -1.0138 1.0107
C: -3.4127 -1.5180 -0.4424
O: -4.3154 -2.0789 -0.9693
O: -2.1928 -1.2789 -1.0312
H: -3.8710 -2.3198 2.7721
H: -1.1891 -1.9270 3.3471
H: -1.8109 0.2143 4.3878
H: -3.3780 -0.5892 4.3041
H: -2.4767 1.7761 2.7829
H: -4.0611 1.0118 2.6481
H: -2.3389 0.8452 0.5244
H: -4.5289 -0.7481 1.1683
S: 0.9683 -3.0361 -1.4731
C: 1.9293 -2.8802 0.0063
C: 3.1664 -3.5051 0.1793
C: 3.8517 -3.3150 1.3571
C: 3.3150 -2.5057 2.3626
C: 2.0963 -1.9246 2.1338
N: 1.4235 -2.1080 0.9846
H: 3.5585 -4.1276 -0.6127
H: 4.8095 -3.7988 1.5025
H: 3.8355 -2.3398 3.2942
H: 1.6247 -1.2835 2.8673
O: 0.2457 0.0494 -0.5740
S: 0.0071 0.7598 -1.9370
C: -0.2386 2.4428 -1.4894
C: -1.1336 3.1508 -2.2760
C: -1.3456 4.4961 -1.9937
C: -0.6818 5.0872 -0.9311
C: 0.2002 4.3495 -0.1416
C: 0.4354 3.0137 -0.4161
C: 1.6369 0.8346 -2.6398
C: 2.7041 0.2416 -1.9908
C: 3.9575 0.3186 -2.5874
C: 4.1175 0.9693 -3.8006
C: 3.0267 1.5529 -4.4365
C: 1.7701 1.4873 -3.8592
H: -1.6625 2.6671 -3.0891
H: -2.0360 5.0704 -2.5970
H: -0.8528 6.1324 -0.7089
H: 0.7113 4.8260 0.6848
H: 1.1239 2.4314 0.1818
H: 2.5654 -0.2617 -1.0469
H: 4.8092 -0.1370 -2.0993
H: 5.0966 1.0226 -4.2581
H: 3.1557 2.0576 -5.3847
H: 0.9196 1.9383 -4.3570

For the molar mass, the calculation gives 587.81 g/mol. The multiplicity is 1. Its energy above the lowest of the compared OMol25 structures with the same formula, charge and spin is 0.000 eV. As for the HOMO-LUMO gap: 8.462 eV. The HOMO energy is -11.4 eV. The charge is +1.

Entry 6:
Formula: C25H23B2BrCuF6N5O2S
Source: the Open Molecules 2025 dataset
Level of theory: wB97M-V/def2-TZVPD

Positions of all 66 atoms, in Å:
Cu: -0.1510 -1.9651 -0.1617
Br: 1.5995 7.8407 2.8521
C: 0.2132 7.0236 1.8227
C: -1.0740 7.5371 1.8817
C: -2.0792 6.9334 1.1597
C: -1.8212 5.7936 0.3742
C: -0.4863 5.3384 0.2929
C: 0.5169 5.9405 1.0120
N: -2.8368 5.2703 -0.3677
N: -2.9040 4.0594 -0.7536
C: -2.3225 3.0144 -0.1289
C: -2.0120 2.9839 1.2448
C: -1.3522 1.9104 1.8008
C: -0.9976 0.8165 1.0297
O: -0.1921 -0.1910 1.5910
C: -1.4110 0.7177 -0.3112
N: -1.1314 -0.4012 -1.0211
C: -1.4594 -0.4598 -2.2982
C: -2.0956 0.5857 -2.9616
C: -2.4127 1.7315 -2.2586
C: -2.0865 1.8258 -0.9018
H: -1.2852 8.4005 2.4968
H: -3.0887 7.3120 1.2084
H: -0.2553 4.5087 -0.3595
H: 1.5265 5.5607 0.9569
H: -2.2651 3.8283 1.8670
H: -1.0721 1.9257 2.8439
H: -1.2020 -1.3746 -2.8100
H: -2.3231 0.4975 -4.0107
H: -2.9032 2.5709 -2.7264
F: 1.7324 -0.9486 2.5697
B: 1.0833 -0.0235 1.8742
F: 1.7984 1.0622 1.6019
F: -0.9562 -3.8038 -3.3412
B: -1.0645 -4.2259 -2.0433
F: 0.1225 -3.8548 -1.3429
F: -2.1136 -3.5927 -1.4001
F: -1.2050 -5.5908 -1.9650
C: -1.7068 -4.9700 2.6074
C: -1.5581 -3.8595 3.6449
C: -1.4002 -2.6103 2.7693
O: -0.9742 -3.0564 1.4864
C: -0.7878 -4.4639 1.5014
H: -2.7302 -5.0120 2.2370
H: -1.4178 -5.9497 2.9811
H: -0.6541 -4.0154 4.2345
H: -2.4084 -3.7862 4.3206
H: -0.6653 -1.9154 3.1850
H: -2.3497 -2.0783 2.6400
H: 0.2633 -4.6999 1.7220
H: -1.0428 -4.8420 0.5141
N: 5.8624 -2.8137 -3.4270
C: 5.0322 -1.7435 -3.4158
S: 5.2917 -0.5540 -4.5446
C: 3.9502 -1.6850 -2.4568
C: 3.6699 -2.7159 -1.5429
C: 2.6305 -2.5742 -0.6534
N: 1.8299 -1.5050 -0.6034
C: 2.0966 -0.5126 -1.4655
C: 3.1200 -0.5532 -2.3807
H: 6.5991 -2.8174 -4.1100
H: 5.8566 -3.5067 -2.7021
H: 4.2536 -3.6228 -1.5108
H: 2.4226 -3.3469 0.0697
H: 1.4726 0.3674 -1.3818
H: 3.3116 0.2823 -3.0367

For the molar mass, the calculation gives 736.62 g/mol. The multiplicity is 2. Its energy above the lowest of the compared OMol25 structures with the same formula, charge and spin is 1.690 eV. As for the HOMO-LUMO gap (alpha / beta): 3.761 / 5.038 eV. The HOMO energy (alpha / beta) is -3.0 / -4.3 eV. The expectation value of S² is 0.79. The charge is -1.

Entry 7:
Formula: C25H23Cl5N3SV
Source: the Open Molecules 2025 dataset
Level of theory: wB97M-V/def2-TZVPD

Positions of all 58 atoms, in Å:
V: -0.0222 0.4075 -0.3233
C: -0.6526 4.1701 2.0779
C: 0.7065 4.2588 1.3754
C: 0.5488 4.9826 0.0397
C: 1.3624 2.8915 1.2448
C: 1.4509 2.0303 2.3450
C: 2.0562 0.7914 2.2522
C: 2.6108 0.3361 1.0521
C: 3.3389 -0.9772 0.9855
C: 2.5524 1.1968 -0.0476
C: 1.9505 2.4579 0.0592
H: -1.0471 5.1718 2.2577
H: -0.6060 3.6623 3.0443
H: -1.3785 3.6496 1.4423
H: 1.3693 4.8609 2.0036
H: -0.0102 4.3694 -0.6755
H: 1.5069 5.2479 -0.4131
H: -0.0068 5.9101 0.1861
H: 1.0463 2.3397 3.3023
H: 2.1061 0.1577 3.1314
H: 4.4051 -0.8212 1.1571
H: 3.2213 -1.4461 0.0116
H: 2.9810 -1.6690 1.7489
H: 3.0487 0.9213 -0.9709
H: 1.9915 3.1237 -0.7890
C: 0.0285 -4.3102 -2.6215
N: -0.4938 -3.9160 -1.3106
C: -1.2908 -4.7091 -0.4937
C: -1.5488 -4.0102 0.6092
N: -0.8821 -2.7762 0.4828
C: -0.2481 -2.7302 -0.7320
S: 0.6740 -1.5079 -1.4536
C: -0.9585 -1.7925 1.5129
C: -1.2916 -2.2107 2.7898
C: -1.6101 -1.2703 3.7482
C: -1.6028 0.0690 3.4011
C: -1.1707 0.3997 2.1442
N: -0.7857 -0.5044 1.2114
H: -0.6094 -5.0916 -3.0228
H: 1.0487 -4.6755 -2.5313
H: 0.0137 -3.4502 -3.2840
H: -1.6230 -5.6902 -0.7904
H: -2.1890 -4.2452 1.4374
H: -1.3049 -3.2614 3.0312
H: -1.8814 -1.5850 4.7476
H: -1.9071 0.8427 4.0916
H: -1.1380 1.4391 1.8347
Cl: -3.8055 -0.3939 0.1304
C: -3.1431 0.5496 -1.1914
C: -1.7648 0.7350 -1.3047
C: -1.3950 1.4626 -2.4251
Cl: 0.3554 1.6596 -2.5987
C: -2.2361 2.0092 -3.3778
Cl: -1.6089 2.8878 -4.7136
C: -3.6006 1.8177 -3.2064
Cl: -4.7053 2.4818 -4.3373
C: -4.0563 1.0807 -2.1111
Cl: -5.7477 0.8490 -1.9170

For the molar mass, the calculation gives 625.76 g/mol. The multiplicity is 4. Its energy above the lowest of the compared OMol25 structures with the same formula, charge and spin is 0.000 eV. As for the HOMO-LUMO gap (alpha / beta): 7.314 / 7.897 eV. The HOMO energy (alpha / beta) is -10.3 / -11.2 eV. The expectation value of S² is 3.77. The charge is +1.

Entry 8:
Formula: C25H23ClFNO4P2Pb
Source: the Open Molecules 2025 dataset
Level of theory: wB97M-V/def2-TZVPD

Positions of all 58 atoms, in Å:
Pb: -1.1525 -3.0102 0.6576
C: -2.7393 0.5981 -0.0681
N: -1.2508 0.4669 0.0353
P: -0.9893 -0.0441 1.7123
C: -1.3524 1.5040 2.6301
C: -1.9906 1.4195 3.8636
C: -2.2552 2.5705 4.5985
C: -1.8883 3.8098 4.0974
C: -1.2534 3.9007 2.8615
C: -0.9869 2.7534 2.1290
C: 0.8004 -0.2131 1.9753
C: 1.1505 -1.2659 2.8232
C: 2.4789 -1.4935 3.1509
C: 3.4676 -0.6855 2.6120
C: 3.1269 0.3710 1.7751
C: 1.7991 0.6162 1.4673
P: -0.6314 -0.7641 -1.0513
C: 1.0099 -0.1332 -1.5474
C: 1.2879 1.2327 -1.5582
C: 2.5168 1.6915 -2.0063
C: 3.4739 0.7884 -2.4562
C: 3.1937 -0.5694 -2.4674
C: 1.9656 -1.0333 -2.0133
C: -1.5328 -0.5122 -2.6143
C: -1.9915 -1.6391 -3.2896
C: -2.5826 -1.5038 -4.5420
C: -2.7315 -0.2487 -5.1075
C: -2.2844 0.8819 -4.4259
C: -1.6781 0.7513 -3.1885
H: -3.0858 1.2783 0.7076
H: -3.2629 -0.3611 0.0483
H: -3.0166 1.0167 -1.0284
H: -2.2785 0.4472 4.2511
H: -2.7541 2.4983 5.5587
H: -2.0985 4.7086 4.6668
H: -0.9655 4.8704 2.4724
H: -0.5065 2.8247 1.1599
H: 0.3802 -1.9158 3.2269
H: 2.7409 -2.3201 3.8001
H: 4.5097 -0.8905 2.8306
H: 3.8985 1.0053 1.3531
H: 1.5419 1.4564 0.8374
H: 0.5429 1.9359 -1.2020
H: 2.7297 2.7539 -2.0000
H: 4.4382 1.1470 -2.7965
H: 3.9362 -1.2742 -2.8220
H: 1.7591 -2.0961 -1.9991
H: -1.9124 -2.6144 -2.8212
H: -2.9328 -2.3832 -5.0706
H: -3.1976 -0.1429 -6.0801
H: -2.4041 1.8650 -4.8650
H: -1.3113 1.6326 -2.6747
O: 0.9625 -4.7498 1.8154
Cl: 1.8075 -4.5068 0.6589
O: 1.8848 -5.6698 -0.1670
O: 3.0985 -4.0411 1.0502
O: 1.1408 -3.4195 -0.1332
F: -2.6248 -3.2946 -0.8307

For the molar mass, the calculation gives 725.06 g/mol. The multiplicity is 1. As for the HOMO-LUMO gap: 8.348 eV. The HOMO energy is -8.7 eV.